{"formula": "C30H39CsN9OSSe3", "method": "the ωB97M-V functional and the def2-TZVPD basis", "symbols": ["Cs", "N", "C", "S", "N", "N", "C", "C", "C", "C", "C", "C", "C", "O", "H", "H", "H", "H", "H", "H", "H", "C", "N", "C", "C", "C", "N", "C", "C", "H", "H", "H", "H", "H", "H", "H", "H", "H", "H", "H", "H", "H", "H", "H", "H", "Se", "N", "C", "C", "C", "C", "C", "N", "C", "C", "N", "C", "C", "C", "C", "C", "N", "H", "H", "H", "H", "H", "H", "C", "Se", "C", "C", "Se", "C", "H", "H", "H", "H", "H", "H", "H", "H", "H", "H"], "coordinates": [[1.055265, -0.916829, 0.402942], [2.129458, -2.730302, 5.188790], [1.935641, -2.733548, 3.804119], [3.115448, -1.818528, 2.910118], [0.900461, -3.421921, 3.433463], [0.593736, -3.421099, 2.078392], [-0.385874, -4.203189, 1.822778], [-1.031436, -4.476816, 0.536293], [-2.233031, -5.189953, 0.619916], [-2.987050, -5.551543, -0.484332], [-2.496218, -5.208565, -1.748671], [-1.311405, -4.521265, -1.878216], [-0.518408, -4.106260, -0.759052], [0.545399, -3.429470, -0.940900], [3.088821, -2.572445, 5.448569], [1.679867, -3.510582, 5.645740], [-0.825133, -4.737905, 2.672731], [-2.584562, -5.462036, 1.611310], [-3.913148, -6.100365, -0.370981], [-3.053515, -5.484817, -2.638543], [-0.928193, -4.255114, -2.857637], [-0.815769, 2.243035, 1.694166], [0.462350, 1.785630, 2.199384], [0.586671, 2.016934, 3.625296], [1.552132, 2.387572, 1.444073], [2.913026, 1.791550, 1.809729], [3.718909, 1.503053, 0.627144], [4.070615, 2.712263, -0.088958], [4.915960, 0.763851, 0.996557], [-0.952882, 3.333889, 1.812670], [-1.625364, 1.738164, 2.225118], [-0.892692, 2.004884, 0.631883], [0.580518, 3.094599, 3.870872], [1.507222, 1.574029, 4.004003], [-0.244286, 1.539331, 4.144815], [1.549700, 3.486725, 1.573740], [1.359119, 2.195646, 0.384102], [2.763461, 0.848063, 2.341074], [3.466538, 2.458999, 2.494968], [4.655088, 3.409934, 0.537540], [3.175069, 3.231600, -0.435096], [4.673574, 2.458986, -0.963596], [5.582564, 1.353900, 1.648525], [5.473071, 0.495996, 0.095696], [4.642067, -0.148628, 1.524996], [-7.623503, 2.222263, 0.499868], [-6.346162, 3.352993, -0.031976], [-5.301950, 2.631468, -0.332001], [-4.049438, 3.194830, -0.822603], [-3.875068, 4.566719, -0.998724], [-2.670984, 5.026821, -1.482278], [-1.681674, 4.092335, -1.785287], [-1.829422, 2.790136, -1.619741], [-2.989512, 2.333914, -1.133779], [-3.118469, 0.871165, -0.927495], [-2.042904, 0.122572, -1.186698], [-2.135254, -1.189152, -1.029359], [-3.288455, -1.839453, -0.584429], [-4.390445, -1.068683, -0.293706], [-4.317344, 0.315985, -0.468095], [-5.439418, 1.197686, -0.167664], [-6.597227, 0.780320, 0.265138], [-4.687358, 5.237781, -0.752470], [-2.488660, 6.082371, -1.630590], [-0.721274, 4.409131, -2.180493], [-1.240309, -1.759992, -1.254500], [-3.287453, -2.916450, -0.469078], [-5.311171, -1.508379, 0.066939], [3.528900, -2.622730, -1.488831], [2.701404, -1.561251, -2.892771], [3.681593, 0.109241, -2.640229], [2.977162, 1.262353, -3.340893], [1.256490, 1.772097, -2.558582], [0.071345, 0.775378, -3.727855], [2.770914, -3.350404, -1.198813], [3.762412, -1.997050, -0.626753], [4.435997, -3.105149, -1.842301], [4.697312, 0.003454, -3.027754], [3.726005, 0.295255, -1.566296], [2.803809, 1.050742, -4.397512], [3.594695, 2.160406, -3.288704], [0.283519, 1.030270, -4.764727], [-0.929101, 1.096892, -3.452897], [0.178213, -0.293336, -3.561587]], "forces_ev_per_angstrom": [[-0.007, -0.062, -0.049], [-0.015, 0.030, 0.005], [0.023, -0.015, 0.018], [-0.025, -0.046, 0.002], [0.014, 0.009, -0.010], [-0.007, 0.046, -0.006], [0.019, 0.009, 0.000], [-0.011, -0.023, 0.022], [0.001, -0.002, -0.024], [0.015, 0.009, -0.003], [0.004, 0.002, 0.019], [-0.018, -0.021, -0.010], [0.066, 0.032, -0.016], [-0.133, 0.065, 0.068], [0.004, -0.008, 0.003], [0.006, -0.003, 0.003], [-0.004, 0.002, 0.000], [-0.002, -0.005, -0.001], [0.001, -0.001, 0.003], [0.002, -0.001, 0.000], [0.002, 0.001, 0.000], [0.007, -0.020, -0.003], [0.011, 0.002, -0.001], [0.007, -0.018, -0.001], [-0.049, 0.029, 0.015], [0.041, -0.008, -0.011], [0.009, -0.011, 0.005], [-0.005, 0.013, -0.008], [0.002, 0.004, -0.002], [-0.001, 0.004, -0.004], [-0.002, 0.001, 0.000], [0.004, 0.007, 0.007], [-0.002, 0.002, 0.001], [0.003, 0.003, -0.004], [-0.002, 0.001, -0.001], [0.008, 0.003, 0.003], [0.021, 0.012, 0.026], [-0.001, -0.018, 0.001], [-0.015, 0.016, -0.001], [0.002, 0.000, 0.001], [0.002, -0.001, 0.008], [-0.001, 0.003, 0.000], [-0.002, 0.012, -0.001], [0.002, 0.005, 0.002], [-0.002, 0.001, 0.002], [0.004, 0.001, 0.008], [0.012, -0.024, -0.004], [-0.041, -0.007, 0.007], [0.039, 0.025, -0.015], [0.022, -0.019, -0.006], [-0.027, 0.012, 0.006], [0.021, -0.010, 0.000], [-0.009, 0.002, 0.005], [-0.023, 0.027, -0.007], [-0.032, -0.002, 0.032], [0.022, -0.008, -0.040], [0.044, 0.048, -0.008], [-0.013, -0.002, 0.017], [0.008, -0.013, -0.011], [0.055, -0.034, -0.008], [-0.017, 0.028, 0.029], [0.012, 0.006, -0.018], [-0.002, 0.001, 0.001], [-0.001, 0.000, -0.003], [-0.001, 0.000, -0.001], [-0.043, -0.104, -0.069], [-0.007, -0.001, -0.001], [0.003, 0.000, 0.004], [-0.016, 0.017, 0.021], [-0.027, 0.001, 0.005], [0.002, -0.017, -0.025], [0.012, -0.016, 0.022], [-0.002, 0.021, 0.032], [-0.011, 0.029, -0.033], [0.038, -0.019, 0.009], [-0.007, 0.025, -0.013], [-0.003, -0.004, -0.019], [0.003, 0.004, 0.005], [0.004, 0.017, 0.001], [0.009, -0.008, -0.001], [0.019, -0.012, 0.000], [-0.004, -0.005, 0.000], [-0.014, -0.026, -0.007], [0.005, 0.011, 0.027]], "mulliken_charge": [0.421, -0.505, 0.304, -0.487, -1.032, 0.591, -1.062, 1.351, -0.652, -0.789, -0.546, -0.235, -0.089, -0.500, 0.215, 0.234, 0.200, 0.269, 0.357, 0.322, 0.381, -0.882, 0.663, -1.209, -0.097, -0.913, 1.124, -1.317, -0.984, 0.336, 0.440, 0.012, 0.316, 0.317, 0.346, 0.076, -0.167, 0.133, 0.115, 0.354, 0.303, 0.366, 0.314, 0.360, 0.092, 0.183, -0.901, 0.935, 0.535, -0.809, -0.882, -0.226, 0.275, -0.405, -0.058, 0.055, -1.082, -0.237, -1.334, 0.347, 1.180, -0.867, 0.500, 0.432, 0.402, 1.289, 0.098, 0.495, -0.484, -0.015, 0.377, -1.127, 0.130, -0.709, 0.096, 0.079, 0.367, 0.463, -0.590, 0.536, 0.433, 0.415, 0.091, 0.168], "lumo_ev": 1.0, "e_tot_ev": -254625.45392, "e_above_lowest_kcal_mol": 6.3, "total_charge": -1, "homo_energy_ev": -3.65}